--- 1 ---
Computed, not measured: a molecular structure, C31H33N9O8SSn, with ωB97M-V/def2-TZVPD.

Structure (ORCA input):
```
! wB97M-V def2-TZVPD RIJCOSX def2/J DEFGRID3
* xyz -2 1
Sn 0.139 -0.232 0.426
S 0.005 2.886 1.777
O 0.058 1.574 2.493
O 1.622 1.859 -0.229
O 2.595 -0.225 1.364
O -3.680 2.500 -0.092
O -1.708 1.521 0.307
O 3.807 2.416 -0.289
O -2.489 -4.022 -0.678
O 3.536 1.496 2.494
N 1.144 -0.770 -2.151
N 2.413 -1.089 -3.909
N 4.503 0.548 -7.498
N -1.892 -0.802 2.264
N -1.702 -1.885 -0.213
N 4.117 -0.526 -6.917
N 3.855 -0.263 -5.615
N 0.771 -3.055 0.048
N -0.847 1.809 -2.227
C 4.319 3.170 -4.346
C 2.038 -3.421 -0.114
C -1.468 3.751 2.444
C -3.055 0.028 4.172
C -3.038 -0.912 1.600
C 0.166 -4.471 -1.773
C 1.110 3.943 2.837
C -4.251 -0.554 2.189
C -2.566 2.083 -0.440
C 0.254 4.819 3.754
C 1.494 -4.793 -1.985
C -0.155 -3.568 -0.763
C 2.375 -0.912 -2.553
C 3.566 -1.346 -4.707
C 2.820 1.846 0.202
C 1.102 -1.057 -4.363
C 3.966 1.844 -4.205
C 4.871 2.911 -6.702
C -3.009 -1.413 0.173
C 3.572 -0.864 -1.667
C 2.455 -4.266 -1.130
C -1.897 -0.336 3.511
C 4.512 1.566 -6.582
C 4.089 1.052 -5.345
C -4.257 -0.071 3.482
C 0.336 -0.855 -3.258
C -1.596 -3.157 -0.534
C 3.015 0.968 1.505
C -1.102 4.123 3.865
C 4.770 3.691 -5.569
C -2.169 2.323 -1.908
H -3.026 0.397 5.189
H -2.317 3.081 2.336
H -1.858 4.750 4.349
H -0.199 2.010 -1.465
H -3.766 -2.198 0.057
H -0.921 -0.247 3.972
H -5.167 -0.632 1.616
H 1.786 -5.441 -2.804
H 0.718 4.954 4.735
H -5.186 0.228 3.954
H -0.482 2.257 -3.058
H -2.916 1.823 -2.534
H -0.987 3.204 4.446
H 4.412 -1.508 -4.038
H 3.219 -0.746 -0.640
H -1.610 4.632 1.812
H 3.600 1.470 -3.258
H -0.730 -0.755 -3.157
H 4.244 3.815 -3.481
H 0.870 -1.133 -5.412
H 5.034 4.740 -5.623
H 4.168 -1.776 -1.742
H -3.289 -0.563 -0.462
H -2.280 3.405 -2.068
H 3.503 -4.511 -1.244
H 2.735 -2.998 0.604
H 4.210 -0.009 -1.898
H 1.719 3.221 3.378
H 5.212 3.303 -7.650
H 1.754 4.502 2.159
H 0.123 5.812 3.312
H -0.634 -4.897 -2.364
H 3.426 -2.233 -5.328
*
```

Results
**Kohn-Sham gap**: 6.09 eV
**E_LUMO**: 4.1 eV

--- 2 ---
Computed, not measured: a molecular structure, C31H33N9O8SSn, with ωB97M-V/def2-TZVPD.

Structure (ORCA input):
```
! wB97M-V def2-TZVPD RIJCOSX def2/J DEFGRID3
* xyz -2 1
Sn 1.004 0.094 -0.601
S 3.794 0.706 -2.185
O 2.699 0.489 -3.196
O 2.906 -3.571 -1.484
O 2.448 2.868 -1.007
O 0.043 -1.583 -1.883
O 2.453 -1.507 -0.802
O 0.392 -3.623 -2.724
O 3.093 5.024 -1.126
O 1.983 -0.453 3.809
N -5.790 -1.195 1.389
N 0.208 2.520 1.224
N -7.530 -2.423 1.095
N 0.386 3.207 -2.816
N 0.216 -1.809 1.103
N -3.999 0.142 0.517
N -7.108 -1.212 1.129
N 1.798 0.322 1.627
N -1.945 0.285 -0.265
C 0.624 -4.179 2.464
C 1.241 -3.018 2.883
C 5.585 0.044 -3.988
C -3.989 -4.384 1.800
C 0.741 -2.636 -2.088
C -6.452 -3.254 1.330
C -0.194 4.870 1.025
C -2.666 0.278 0.822
C -4.092 0.044 -0.863
C -0.403 -2.927 0.717
C -2.815 0.127 -1.318
C 2.159 -2.609 -1.414
C 1.012 -1.847 2.170
C 2.362 1.610 1.947
C 2.364 4.051 -1.420
C -6.372 -4.651 1.390
C 5.075 -0.474 -2.651
C -5.074 0.066 1.459
C 4.751 2.093 -2.864
C 1.432 2.770 1.668
C 1.668 -0.550 2.605
C -4.049 -3.015 1.743
C 1.229 4.335 -2.433
C 1.080 5.132 1.520
C -0.575 3.548 0.903
C -5.320 -2.468 1.512
C -5.137 -5.197 1.629
C -2.134 0.397 2.210
C 1.895 4.075 1.851
C 5.881 1.529 -3.745
C -0.227 -4.135 1.367
H -1.007 -2.846 -0.179
H 2.677 1.664 2.995
H -2.477 1.313 2.697
H 5.844 -0.439 -1.875
H -5.827 0.837 1.296
H -7.252 -5.264 1.245
H 5.973 2.085 -4.679
H -0.043 2.842 -1.969
H -1.050 0.440 2.144
H -3.029 -4.853 1.964
H -2.444 0.060 -2.327
H -3.158 -2.410 1.841
H 6.461 -0.501 -4.347
H 2.909 4.237 2.192
H 5.094 2.714 -2.037
H -4.647 0.186 2.454
H -1.554 3.288 0.507
H -0.861 5.666 0.722
H -0.710 -5.025 0.986
H -5.025 -6.272 1.672
H 4.002 2.661 -3.412
H -5.037 -0.101 -1.357
H 6.834 1.622 -3.217
H 0.996 2.446 -3.108
H 4.788 -0.065 -4.725
H 3.245 1.778 1.319
H 1.695 4.764 -3.326
H 0.605 5.129 -2.012
H 1.438 6.150 1.612
H 1.907 -2.981 3.733
H 4.608 -1.457 -2.653
H 0.814 -5.117 2.973
H -2.417 -0.453 2.836
*
```

Results
**Kohn-Sham gap**: 5.95 eV
**E_LUMO**: 3.8 eV

Which is the most stable structure? 2 is the most stable.

--- 1 ---
Computed, not measured: a molecular structure, H3O5PS, with ωB97M-V/def2-TZVPD.

Structure (ORCA input):
```
! wB97M-V def2-TZVPD RIJCOSX def2/J DEFGRID3
* xyz 0 1
S 0.176 0.456 1.848
P -0.054 -0.838 -1.202
O -1.462 -0.702 -0.767
O 1.408 0.167 2.507
O 0.102 0.144 -2.476
O -0.570 -0.926 1.620
O 0.646 0.846 0.129
H -0.645 0.746 -2.578
H 1.586 1.055 0.077
H -1.187 -0.948 0.841
*
```

Results
**Kohn-Sham gap**: 10.77 eV
**E_LUMO**: 0.4 eV

--- 2 ---
Computed, not measured: a molecular structure, H3O5PS, with ωB97M-V/def2-TZVPD.

Structure (ORCA input):
```
! wB97M-V def2-TZVPD RIJCOSX def2/J DEFGRID3
* xyz 0 1
S 1.614 -0.661 0.088
P -1.916 -0.805 -0.318
O -1.733 -1.364 0.994
O -2.405 0.755 -0.001
O 1.455 0.768 0.934
O 0.245 -0.444 -0.975
O 2.789 -0.418 -0.727
H 0.193 -0.155 -1.932
H -2.511 1.077 0.847
H 2.269 1.247 1.091
*
```

Results
**Kohn-Sham gap**: 10.01 eV
**E_LUMO**: 0.1 eV

Which is the most stable structure? 1 is the most stable.

--- 1 ---
Computed, not measured: 5 unconnected molecules or ions with the total composition C25H48I2O17S, with ωB97M-V/def2-TZVPD.

Structure (ORCA input):
```
! wB97M-V def2-TZVPD RIJCOSX def2/J DEFGRID3
* xyz 0 1
I -3.501 -1.009 -2.342
I -1.498 -3.432 -6.157
S 0.853 -4.390 -0.777
O -1.935 -10.640 0.136
O -2.019 -9.482 -1.801
O 1.785 1.913 2.095
O 1.311 -5.685 -0.392
O 0.254 3.293 3.023
O 0.798 0.584 -3.796
O -2.629 8.429 1.299
O 1.988 2.569 7.381
O 0.457 -4.386 -2.317
O -1.383 -8.551 0.157
O -2.550 6.271 1.959
O -0.735 7.616 1.945
O 1.704 1.238 -5.748
O 1.767 4.145 1.744
O -0.250 -3.845 -0.033
O 0.933 4.196 8.539
O 1.660 2.284 9.497
C 0.043 6.513 2.440
C -4.028 8.264 1.053
C -1.108 0.333 -1.152
C 2.918 3.987 0.904
C 1.854 3.371 6.205
C -0.071 2.562 -4.857
C 1.312 3.005 2.272
C 0.879 1.392 -4.890
C 1.832 -1.775 -0.578
C -0.524 -1.497 -6.215
C 1.911 -1.441 -3.173
C -1.498 -0.176 -2.528
C -0.616 -1.288 -3.099
C -0.359 2.163 3.651
C -1.799 -9.546 -0.618
C 1.151 2.756 10.750
C -2.019 7.333 1.756
C 2.234 -0.903 -1.778
C -2.381 -11.794 -0.580
C 0.662 -0.867 -3.880
C -1.543 -0.372 -6.083
C 2.218 -3.258 -0.679
C -1.189 -7.306 -0.529
C 0.712 -1.469 -5.293
C 1.473 3.123 8.480
H 0.771 -1.695 -0.350
H -0.265 2.861 -5.884
H 2.748 -1.195 -3.833
H 2.311 2.803 5.399
H 3.750 3.571 1.468
H -2.133 -6.976 -0.965
H 3.164 4.986 0.556
H -0.863 -6.599 0.222
H -4.550 7.996 1.971
H -3.359 -11.617 -1.024
H 0.076 2.914 10.690
H -1.109 -0.477 -0.424
H 1.012 -2.503 -5.128
H -0.340 -1.934 -2.266
H 1.820 0.094 -1.632
H 0.410 3.402 -4.356
H 2.377 4.318 6.322
H -0.730 1.452 2.916
H -1.168 0.512 -6.603
H -0.429 -7.409 -1.299
H 1.821 -2.528 -3.184
H 1.534 -1.029 -5.853
H 0.805 3.554 5.985
H -0.151 -1.468 -7.234
H -1.876 1.032 -0.816
H 0.009 5.685 1.742
H 2.351 -1.377 0.294
H 1.058 6.884 2.541
H -0.508 -4.302 -2.396
H -1.794 -0.123 -5.056
H -1.642 0.653 -3.210
H 0.345 1.666 4.316
H 2.687 3.343 0.058
H 2.857 -3.484 -1.535
H 1.642 3.683 11.037
H -1.015 2.324 -4.375
H 3.317 -0.781 -1.715
H -1.192 2.554 4.227
H -0.170 0.889 -1.157
H -1.670 -12.060 -1.361
H -4.198 7.497 0.301
H 1.375 1.974 11.469
H -2.443 -12.590 0.155
H -2.474 -0.643 -6.577
H 2.713 -3.604 0.226
H -4.378 9.226 0.692
H -1.231 -1.903 -3.752
H -0.336 6.195 3.409
*
```

Results
**Kohn-Sham gap**: 9.62 eV
**E_LUMO**: 0.2 eV
**SMILES**: CC(=O)OC(CCCCS(=O)(=O)O)(C[C@H](C)I)C[C@H](C)I.COC(=O)OC.COC(=O)OC.COC(=O)OC.COC(=O)OC

--- 2 ---
Computed, not measured: 5 unconnected molecules or ions with the total composition C25H48I2O17S, with ωB97M-V/def2-TZVPD.

Structure (ORCA input):
```
! wB97M-V def2-TZVPD RIJCOSX def2/J DEFGRID3
* xyz 0 1
I 2.689 3.074 1.403
I 3.965 5.314 -2.880
S -1.620 3.545 -2.257
O 3.122 0.182 -2.424
O 2.105 -4.687 4.732
O -1.472 -3.019 0.119
O -2.183 9.380 -1.765
O -0.174 -4.813 0.573
O 3.663 -6.293 5.041
O -5.433 -6.321 4.694
O -0.233 4.200 -2.656
O -1.645 3.353 -0.829
O -3.562 7.727 -1.080
O -5.594 -5.106 2.797
O -7.340 -5.293 4.054
O -2.697 4.338 -2.764
O 4.651 -0.307 -3.987
O 2.089 -6.645 3.606
O -4.337 9.739 -1.191
O -1.079 -3.750 2.220
C -6.061 -5.642 3.926
C 0.303 0.250 -2.965
C 3.448 2.383 -3.669
C 0.036 -4.964 -0.836
C 4.603 3.252 -3.122
C 4.286 -5.449 6.011
C -3.254 8.982 -1.383
C -4.143 11.124 -1.482
C 0.902 -6.204 2.926
C -2.485 6.795 -1.243
C 5.364 2.758 -1.900
C 2.543 1.504 -0.108
C -4.222 -5.403 2.535
C 4.349 -0.224 -2.835
C 1.504 0.521 0.404
C -1.892 -2.686 2.723
C -0.942 0.842 -2.272
C -1.664 1.957 -3.049
C -7.973 -5.802 5.231
C 2.570 -5.770 4.482
C 2.602 1.502 -2.743
C -0.961 -3.781 0.897
C 2.200 2.217 -1.420
C 5.263 -0.687 -1.735
C 1.300 1.244 -3.556
H -0.087 -0.355 -3.789
H 4.609 -4.514 5.557
H 2.670 3.198 -1.383
H 3.526 1.050 -0.092
H 1.424 -0.386 -0.196
H 6.097 2.011 -2.215
H -3.971 -4.913 1.597
H 0.766 -0.457 -2.279
H -1.664 0.029 -2.165
H 1.104 -5.300 2.372
H 3.606 -5.244 6.836
H 5.330 3.339 -3.926
H -1.280 2.115 -4.058
H 0.547 1.020 0.559
H 1.654 0.835 -4.509
H 5.140 -0.123 -0.815
H 0.619 -7.003 2.247
H 5.941 3.578 -1.473
H 3.830 1.810 -4.515
H -7.966 -6.890 5.230
H 5.134 -1.757 -1.571
H -2.872 5.827 -0.960
H 6.283 -0.535 -2.088
H 1.130 2.414 -1.407
H -0.730 1.184 -1.262
H 0.524 -4.083 -1.247
H -2.909 -2.770 2.347
H -2.157 6.767 -2.278
H -0.907 -5.143 -1.347
H 1.823 0.197 1.398
H -4.072 -6.476 2.426
H 2.730 3.070 -4.116
H -1.479 -1.715 2.460
H 4.739 2.370 -1.102
H -2.735 1.770 -3.100
H -3.588 -5.016 3.329
H -3.872 11.263 -2.527
H 0.684 -5.828 -0.951
H 0.859 2.213 -3.787
H 0.101 -6.036 3.644
H -1.659 7.064 -0.584
H -7.478 -5.428 6.125
H 0.181 4.579 -1.863
H -5.094 11.609 -1.283
H -1.901 -2.787 3.804
H -3.373 11.548 -0.840
H 5.150 -5.996 6.376
H -8.997 -5.442 5.201
*
```

Results
**Kohn-Sham gap**: 9.66 eV
**E_LUMO**: 0.2 eV
**SMILES**: CC(=O)OC(CCCCS(=O)(=O)O)(C[C@H](C)I)C[C@H](C)I.COC(=O)OC.COC(=O)OC.COC(=O)OC.COC(=O)OC

Which is the most stable structure? 1 is the most stable.

--- 1 ---
Computed, not measured: 2 unconnected molecules or ions with the total composition C3H7PS, with ωB97M-V/def2-TZVPD.

Structure (ORCA input):
```
! wB97M-V def2-TZVPD RIJCOSX def2/J DEFGRID3
* xyz 0 1
S -0.617 0.691 0.111
P 2.217 3.336 -0.177
C -2.293 -0.946 1.417
C -1.965 -1.347 -1.137
C -1.627 -0.651 0.098
H -2.408 -0.662 -1.882
H -1.786 -0.155 2.144
H 1.582 2.273 -0.640
H -1.831 -1.845 1.750
H -2.735 -2.080 -0.794
H -3.384 -0.893 1.334
H -1.165 -1.775 -1.795
*
```

Results
**Kohn-Sham gap (alpha / beta)**: 7.35 / 7.30 eV
**E_LUMO (alpha / beta)**: -1.1 / -1.2 eV

--- 2 ---
Computed, not measured: 2 unconnected molecules or ions with the total composition C3H7PS, with ωB97M-V/def2-TZVPD.

Structure (ORCA input):
```
! wB97M-V def2-TZVPD RIJCOSX def2/J DEFGRID3
* xyz 0 1
S -1.682 -0.538 0.349
P 1.824 1.409 0.231
C 1.769 -1.564 0.492
C -2.035 1.075 -0.283
C 1.616 -0.182 0.232
H 0.468 1.787 0.601
H -2.781 1.605 0.204
H 1.846 -1.826 1.485
H -2.359 1.165 -1.382
H -1.120 1.818 0.032
H 1.044 -2.312 0.003
H 2.763 -2.143 0.187
*
```

Results
**Kohn-Sham gap (alpha / beta)**: 5.39 / 5.39 eV
**E_LUMO (alpha / beta)**: -2.1 / -2.1 eV

--- 3 ---
Computed, not measured: C3H7PS in the gas phase, with ωB97M-V/def2-TZVPD.

Structure (ORCA input):
```
! wB97M-V def2-TZVPD RIJCOSX def2/J DEFGRID3
* xyz 0 1
S -1.625 0.978 -0.217
P -2.561 -0.864 0.023
C 0.837 -0.034 -0.464
C 1.240 -1.175 -0.094
C 0.212 0.929 0.453
H 0.443 0.540 1.497
H -2.184 -1.260 -1.316
H 1.929 -1.762 -0.583
H 0.619 1.976 0.323
H 0.940 -1.396 0.910
H 1.023 0.300 -1.461
H -2.332 1.629 0.799
*
```

Results
**Kohn-Sham gap**: 7.53 eV
**E_LUMO**: 0.4 eV

Which is the most stable structure? 3 is the most stable.